Below is a molecular structure, C5H8O at a distorted geometry, with properties calculated with wB97M-V/def2-TZVPD.

LUMO energy ... 0.602 eV
Max |F| ... 4.6 eV/Å
E_HOMO ... -9.4 eV
Kohn-Sham gap ... 10.02 eV

Atoms and positions in Å:
C -2.037 -0.365 0.289
C -0.652 0.187 0.590
C 0.090 0.392 -0.736
O -0.517 0.296 -1.866
C 1.577 0.524 -0.552
C 2.184 -0.428 0.182
H -2.759 0.443 0.460
H -2.377 -1.081 1.034
H -2.042 -0.681 -0.757
H -0.042 -0.045 1.457
H -0.554 1.255 0.121
H 2.157 1.077 -1.280
H 1.682 -1.232 0.797
H 3.289 -0.341 0.262